1.
Molecular formula: C3H6N4S
Method: DFT, ωB97M-V/def2-TZVPD

Structure (ORCA input):
```
! RIJCOSX wB97M-V def2-TZVPD def2/J DEFGRID3
* xyz 0 1
C -0.730 -0.635 -0.217
C -0.179 -1.422 1.022
C 0.158 1.257 -1.268
N -1.638 -1.023 -0.983
N 0.660 -0.611 1.670
N 0.985 0.513 0.854
N -0.080 0.543 -0.066
S -0.343 -2.948 1.660
H 0.616 0.668 -1.960
H -0.795 1.565 -1.635
H 0.933 2.179 -0.971
H -1.876 -0.412 -1.798
H 1.380 -0.940 2.279
H 0.910 1.266 1.414
*
```

Its HOMO energy is -8.358 eV. Its SMILES is [H]/N=c1/c(=S)[nH][nH]n1C. Its largest force on an atom is 5.3 eV Å⁻¹. The calculation puts the energy relative to the best compared isomer or geometry (same formula, charge and spin) at 85.2 kcal/mol. The value obtained for the electronic energy is -735.010039 Eh.

Atom charges from the Löwdin analysis, given in e for atoms 1 to 8:
1. C -0.426
2. C -0.734
3. C -0.043
4. N 0.162
5. N -0.013
6. N 0.040
7. N -0.155
8. S 0.598

2.
Molecular formula: C42H53N9O14
Method: DFT, ωB97M-V/def2-TZVPD

Structure (ORCA input):
```
! RIJCOSX wB97M-V def2-TZVPD def2/J DEFGRID3
* xyz 0 1
C -0.612 0.154 2.796
C -0.791 1.331 1.890
C -0.743 1.072 0.394
C -0.655 -0.374 -0.151
C -0.860 -1.452 0.817
C -0.595 -1.191 2.268
N -0.629 -0.520 -1.571
O -0.120 -1.560 -2.125
O -0.513 0.592 -2.168
H -0.584 0.130 4.004
H -1.034 2.119 2.293
H -0.931 1.900 -0.211
H -0.965 -2.537 0.539
H -0.732 -2.111 3.021
C -2.084 9.220 5.042
C -2.337 7.863 5.757
C -1.927 6.712 4.910
C -0.957 6.761 3.732
C -0.705 8.166 3.089
C -1.370 9.443 3.894
N -0.364 5.607 3.053
O -0.523 4.391 3.529
O 0.164 5.945 1.959
H -2.432 9.995 5.668
H -2.967 7.833 6.693
H -2.235 5.804 5.310
H -0.182 8.179 2.178
H -1.172 10.554 3.490
C -4.423 0.586 -4.746
C -3.504 -0.397 -4.077
C -2.424 -1.204 -4.810
C -2.295 -0.708 -6.250
C -3.191 0.290 -6.977
C -4.342 0.903 -6.061
N -1.162 -1.159 -6.996
O -0.324 -1.926 -6.441
O -1.022 -0.838 -8.187
H -5.125 1.108 -4.479
H -3.751 -0.468 -3.061
H -1.898 -2.077 -4.138
H -2.924 0.681 -7.976
H -5.096 1.316 -6.362
C -2.010 -8.084 -0.616
C -3.589 -8.006 -0.686
C -4.138 -6.520 -0.816
C -3.219 -5.321 -0.923
C -1.711 -5.497 -0.756
C -1.223 -6.891 -0.705
N -3.865 -4.002 -1.252
O -3.033 -2.920 -1.313
O -5.024 -3.930 -1.400
H -1.399 -9.013 -0.790
H -4.237 -8.901 -0.809
H -5.088 -6.453 -0.833
H -1.096 -4.601 -0.829
H -0.183 -7.228 -0.680
C 4.000 3.624 -4.163
C 4.343 4.411 -2.850
C 3.171 4.892 -1.874
C 1.744 4.577 -2.308
C 1.476 3.569 -3.491
C 2.684 3.220 -4.425
N 0.586 4.977 -1.435
O -0.236 4.151 -1.192
O 0.410 6.233 -1.341
H 4.663 3.236 -4.794
H 5.515 4.697 -2.661
H 3.422 5.426 -0.919
H 0.520 3.231 -3.481
H 2.457 2.681 -5.245
C 1.383 -5.026 1.128
O 0.651 -4.061 1.490
N 2.569 -4.948 0.382
C 3.557 -6.026 0.106
C 2.933 -3.626 0.024
H 1.134 -6.063 1.416
H 4.564 -5.528 0.111
H 3.212 -6.272 -0.943
H 3.496 -6.643 0.884
H 2.330 -2.808 0.238
H 3.200 -3.646 -0.874
H 3.795 -3.271 0.639
C -1.702 -0.043 6.552
O -1.397 -1.149 7.107
N -2.763 0.073 5.819
C -3.102 1.301 5.181
C -3.484 -1.159 5.502
H -1.077 0.846 6.846
H -3.393 2.033 5.840
H -4.068 1.225 4.665
H -2.463 1.874 4.589
H -4.002 -1.573 6.322
H -2.857 -1.892 5.057
H -4.199 -1.005 4.788
C 2.735 -0.252 -6.248
O 3.445 -0.501 -7.228
N 3.257 -0.194 -4.958
C 2.383 0.062 -3.869
C 4.694 -0.230 -4.672
H 1.554 -0.013 -6.374
H 2.661 0.712 -3.067
H 2.171 -0.877 -3.307
H 1.303 0.028 -3.946
H 4.948 -0.672 -3.591
H 5.148 0.771 -4.581
H 5.191 -0.970 -5.452
C 4.383 -0.774 3.213
O 4.906 -1.663 2.485
N 3.254 -1.013 3.881
C 2.593 0.007 4.778
C 2.606 -2.328 3.712
H 5.017 0.190 3.391
H 3.183 0.620 5.489
H 1.843 -0.406 5.459
H 2.205 0.927 4.080
H 1.719 -2.296 4.028
H 3.174 -2.985 4.164
H 2.701 -2.447 2.794
*
```

Its HOMO energy is -8.549 eV. Its SMILES is O=[N+]([O-])c1ccccc1.O=[N+]([O-])c1ccccc1.O=[N+]([O-])c1ccccc1.O=[N+]([O-])c1ccccc1.O=[N+]([O-])c1ccccc1.CN(C)C=O.CN(C)C=O.CN(C)C=O.CN(C)C=O. Its largest force on an atom is 14.3 eV Å⁻¹. The calculation puts the energy relative to the best compared isomer or geometry (same formula, charge and spin) at 619.9 kcal/mol. The value obtained for the electronic energy is -3176.944460 Eh.

Atom charges from the Löwdin analysis, given in e for atoms 1 to 8:
1. C -0.066
2. C 0.013
3. C 0.100
4. C -0.112
5. C 0.019
6. C -0.081
7. N -0.272
8. O 0.015

3.
Molecular formula: C4H6O2Y
Method: DFT, ωB97M-V/def2-TZVPD

Structure (ORCA input):
```
! RIJCOSX wB97M-V def2-TZVPD def2/J DEFGRID3
* xyz 3 1
H 0.964 -0.603 1.377
O 2.708 0.446 0.431
C 1.441 0.332 0.690
C 0.587 -0.292 -0.213
C -0.809 -0.862 -0.110
C -1.969 0.065 -0.116
O -1.854 1.288 -0.070
Y -0.116 2.379 -0.475
H 2.882 1.089 -0.270
H 1.039 -0.437 -1.205
H -0.909 -1.432 0.830
H -0.996 -1.600 -0.909
H -2.969 -0.371 0.039
*
```

Its HOMO energy is -22.799 eV. Its largest force on an atom is 7.1 eV Å⁻¹. The calculation puts the energy relative to the best compared isomer or geometry (same formula, charge and spin) at 73.1 kcal/mol. The value obtained for the electronic energy is -343.400750 Eh.

Atom charges from the Löwdin analysis, given in e for atoms 1 to 8:
1. H 0.266
2. O 0.147
3. C -0.286
4. C -0.126
5. C -0.082
6. C -0.041
7. O -0.086
8. Y 2.326

4.
Molecular formula: C3H8OS2
Method: DFT, ωB97M-V/def2-TZVPD

Structure (ORCA input):
```
! RIJCOSX wB97M-V def2-TZVPD def2/J DEFGRID3
* xyz -1 2
C 1.044 -1.639 0.171
S 2.122 -0.979 1.585
S 0.570 -0.070 2.727
H 1.879 -2.448 -0.208
H 0.013 -2.001 0.579
H 0.773 -0.975 -0.595
H 1.358 0.292 3.848
C -1.177 1.781 -1.751
C -0.636 0.939 -0.886
O -1.189 -0.349 -0.532
H -0.730 2.661 -2.287
H -2.240 1.952 -1.702
H 0.362 1.037 -0.376
H -2.149 -0.201 -0.574
*
```

As for the expectation value of S²: 0.75. Its HOMO energy (spin up / spin down) is 0.439 / -3.220 eV. Its largest force on an atom is 3.9 eV Å⁻¹. The calculation puts the energy relative to the best compared isomer or geometry (same formula, charge and spin) at 64.7 kcal/mol. The value obtained for the electronic energy is -990.587504 Eh.

Atom charges from the Löwdin analysis, given in e for atoms 1 to 8:
1. C -0.529
2. S -0.011
3. S -0.207
4. H 0.050
5. H 0.041
6. H -0.066
7. H -0.219
8. C -0.032

- Which of these has the highest energy relative to the best compared isomer or geometry (same formula, charge and spin)?
  C42H53N9O14

- The lowest energy relative to the best compared isomer or geometry (same formula, charge and spin) belongs to which entry?
  C3H8OS2